[1]
Density functional theory data (wB97M-V/def2-TZVPD) for a molecular structure, C5H8Br2N2O3Pd.

Calculated values
Gap between HOMO and LUMO (alpha / beta) = 8.125 / 6.602 eV
Total energy = -5806.4148 a.u.
E_LUMO (alpha / beta) = -0.0006 / -0.0795 hartree
HOMO level (alpha / beta) = -8.1 / -8.8 eV
Total charge = 0
2S+1 = 3

Cartesian coordinates (Å):
Pd: 0.957250 -0.611421 -0.022368
N: -0.535113 -1.397333 -1.712904
C: -1.075785 -0.197055 -2.374344
C: -1.031240 1.041674 -1.489198
O: -1.933537 1.849865 -1.491803
N: 0.145211 1.145494 -0.762500
C: 0.404911 2.293272 -0.034892
C: 0.460287 1.902793 1.597972
O: 0.079848 2.814722 2.291179
O: 0.928289 0.760390 1.817699
H: -0.262996 -2.091657 -2.395759
H: -1.242644 -1.819337 -1.124828
H: -2.100883 -0.316108 -2.718974
H: -0.450254 0.022665 -3.240367
H: -0.298228 3.103695 -0.188249
H: 1.444390 2.613260 -0.138344
Br: 2.201469 -2.453643 1.130544
C: 0.945743 -2.215966 2.601365
Br: -0.852907 -2.129859 1.935730
H: 1.174435 -1.257945 3.047363
H: 1.041754 -3.057507 3.272678

Atomic forces in eV per Å
Pd -0.166 0.767 -0.751
N 0.072 0.120 0.025
C 0.074 -0.108 0.051
C 0.186 0.013 0.100
O 0.004 0.094 0.010
N -0.127 -0.030 0.010
C -0.105 -0.053 -0.155
C 0.075 -0.189 0.186
O 0.047 -0.149 -0.072
O 0.013 0.267 -0.079
H 0.052 -0.011 -0.020
H -0.034 -0.062 0.031
H -0.067 -0.027 -0.023
H 0.015 -0.002 -0.042
H -0.049 0.084 0.010
H 0.045 -0.013 0.061
Br 0.186 -0.470 0.379
C -0.029 0.000 -0.097
Br -0.226 -0.263 0.349
H 0.017 0.068 0.011
H 0.017 -0.035 0.015

[2]
Density functional theory data (wB97M-V/def2-TZVPD) for a gas-phase ion, C5H8BrClN3 (charge +1).

Calculated values
Gap between HOMO and LUMO (alpha / beta) = 6.096 / 6.095 eV
Total energy = -3393.4187 a.u.
E_LUMO (alpha / beta) = -0.2010 / -0.2010 hartree
Energy above the lowest of the compared OMol25 structures with the same formula, charge and spin = 3.904 eV
SMILES = NC(Cl)=C=NC[C@H](Br)C=[NH2+]
HOMO level (alpha / beta) = -11.6 / -11.6 eV
Total charge = +1

Cartesian coordinates (Å):
N: 2.340230 1.503516 0.534041
C: 1.202779 1.597821 -0.269637
Cl: 0.392111 3.042209 0.042822
C: 0.659844 0.632939 -1.029787
N: 0.262673 -0.300468 -1.710076
C: -0.842168 -1.128104 -1.542401
C: -1.585811 -0.747843 -0.234245
Br: -2.680043 0.938720 -0.679414
C: -0.865656 -0.401441 1.039876
N: 0.251421 -1.051590 1.567630
H: 2.808766 2.390887 0.685742
H: 2.992845 0.618354 0.347431
H: -0.664510 -2.186564 -1.684168
H: -1.579142 -1.038721 -2.307735
H: -2.493065 -1.474843 -0.161883
H: -1.333723 0.253552 1.705647
H: 0.285987 -0.869600 2.561832
H: 0.847462 -1.778824 1.134324

Atomic forces in eV per Å
N 1.343 -3.502 -0.761
C 0.395 -0.968 0.350
Cl -0.688 1.115 -0.493
C -0.283 -0.592 0.795
N 1.646 1.640 -1.569
C -0.868 -0.447 1.991
C -2.251 0.051 -0.336
Br 0.669 -0.812 0.379
C 3.404 -3.724 -1.197
N -3.436 1.522 -1.204
H 0.065 -0.345 -0.043
H -1.784 3.047 0.416
H 0.854 -0.413 0.682
H -0.377 0.906 -0.879
H 1.878 0.977 0.703
H -0.563 1.052 0.892
H 0.892 -0.239 -0.009
H -0.896 0.731 0.282

[3]
Density functional theory data (wB97M-V/def2-TZVPD) for 2 unconnected molecules or ions with the total composition C5H8BrF.

Calculated values
Gap between HOMO and LUMO (alpha / beta) = 8.086 / 8.084 eV
Total energy = -2869.0474 a.u.
E_LUMO (alpha / beta) = 0.0001 / 0.0001 hartree
Energy above the lowest of the compared OMol25 structures with the same formula, charge and spin = 2.559 eV
HOMO level (alpha / beta) = -8.1 / -8.1 eV
Total charge = 0

Cartesian coordinates (Å):
C: 1.422398 -1.443413 -0.590223
C: 0.705119 -0.326276 -0.515830
C: -0.733513 1.493526 0.447463
C: -0.143728 0.116315 0.542953
C: -2.002912 -1.083830 -0.174970
F: -2.048158 -2.017927 0.869311
Br: -3.565510 0.043851 -0.147528
H: 1.863712 -1.795720 -1.539138
H: 1.854163 -1.895104 0.308470
H: 0.587954 0.169165 -1.465293
H: -1.259763 1.534539 -0.490385
H: 0.166013 2.112595 0.707212
H: -1.360323 1.544378 1.371242
H: -0.155241 -0.314329 1.558527
H: -1.864601 -1.390315 -1.217145

Atomic forces in eV per Å
C 1.821 -0.271 0.293
C 0.011 -0.980 -0.938
C 1.430 -1.036 2.833
C -3.294 -1.236 -0.497
C 1.819 1.624 2.570
F -0.182 0.621 -2.025
Br 0.193 -0.384 0.069
H -0.285 0.418 0.575
H -0.717 -0.353 -0.190
H -0.409 0.453 -0.214
H 0.044 1.092 -0.171
H -0.992 0.424 -1.005
H -0.150 0.512 -1.192
H 0.511 -0.069 -0.738
H 0.201 -0.815 0.632

[4]
Density functional theory data (wB97M-V/def2-TZVPD) for a molecular structure, C5H8BrI.

Calculated values
Gap between HOMO and LUMO = 8.936 eV
Total energy = -3066.9485 a.u.
E_LUMO = 0.0131 hartree
Energy above the lowest of the compared OMol25 structures with the same formula, charge and spin = 0.729 eV
HOMO level = -8.6 eV
Total charge = 0

Cartesian coordinates (Å):
C: 1.572846 0.687023 0.896220
C: 0.879326 0.700005 -0.316847
C: -1.490838 0.463318 -0.070568
C: -0.222991 -1.587080 -0.047706
C: -0.208173 -0.173885 -0.601150
Br: 2.978633 1.789750 1.215295
I: 1.120295 2.409171 -1.474144
H: 1.240916 0.153302 1.777137
H: -1.196269 0.797376 0.886190
H: -2.154461 -0.307516 -0.049575
H: -1.699741 1.317169 -0.718153
H: -0.901058 -1.907730 0.769584
H: 0.868951 -1.842666 0.339741
H: -0.518147 -2.228400 -0.846168
H: -0.269289 -0.269837 -1.759857

Atomic forces in eV per Å
C -2.345 -0.287 -2.943
C 3.517 1.201 3.994
C 2.144 2.009 -1.739
C 3.241 -1.233 1.577
C -2.456 -1.256 -2.362
Br 1.234 0.855 0.744
I -0.075 -0.172 -0.693
H 0.148 -0.607 -0.358
H -0.363 0.445 1.340
H -2.621 -1.420 0.052
H -0.720 -0.069 0.325
H 0.261 1.100 -0.139
H -2.185 0.032 -1.008
H 0.220 -0.770 -0.619
H 0.000 0.170 1.829

[5]
Density functional theory data (wB97M-V/def2-TZVPD) for a molecular structure, C5H8BrNO2.

Calculated values
Gap between HOMO and LUMO (alpha / beta) = 7.750 / 7.751 eV
Total energy = -2974.2922 a.u.
E_LUMO (alpha / beta) = -0.0614 / -0.0614 hartree
Energy above the lowest of the compared OMol25 structures with the same formula, charge and spin = 7.406 eV
HOMO level (alpha / beta) = -9.4 / -9.4 eV
Total charge = 0

Cartesian coordinates (Å):
C: -0.019865 0.563484 -0.032927
C: 2.441081 0.130535 0.368347
C: -2.411339 0.367378 -0.336083
C: -1.065456 -1.652021 0.441426
C: -1.071912 -0.219247 0.016587
N: 3.024621 1.318526 -0.042773
O: 2.401119 2.352870 -0.162214
O: 4.249722 1.200148 -0.032127
Br: 2.863156 -1.370120 -0.633640
H: 0.004069 1.602008 -0.317633
H: -2.844024 -0.175545 -1.174993
H: -2.330553 1.419121 -0.600758
H: -3.080617 0.268600 0.517470
H: -1.100811 -1.710959 1.526632
H: -0.166426 -2.162560 0.104116
H: -1.937231 -2.167460 0.044751
H: 1.044466 0.235247 0.313823

Atomic forces in eV per Å
C 0.655 0.600 -0.313
C 0.073 -1.545 0.955
C 0.111 0.053 0.051
C 0.155 -0.076 -0.050
C -0.217 -0.029 -0.065
N 0.803 0.860 -0.372
O -0.074 -0.013 -0.194
O -0.119 0.317 -0.068
Br -0.085 0.062 -0.302
H -0.060 0.134 -0.047
H -0.085 -0.059 -0.041
H -0.041 0.014 -0.001
H -0.144 -0.016 0.023
H -0.053 -0.075 0.143
H 0.047 -0.071 0.041
H -0.006 -0.085 -0.012
H -0.961 -0.073 0.253

[6]
Density functional theory data (wB97M-V/def2-TZVPD) for a single C5H8Cl2N2O2 molecule.

Calculated values
Gap between HOMO and LUMO = 10.247 eV
Total energy = -1375.6437 a.u.
E_LUMO = 0.0179 hartree
SMILES = CC(=O)N(N)C(Cl)(Cl)C(C)=O
HOMO level = -9.8 eV
Total charge = 0

Cartesian coordinates (Å):
C: 2.566264 -0.252008 -0.741628
C: 1.206184 0.189709 -0.357864
O: 0.792506 1.350303 -0.573290
N: 0.355719 -0.830589 0.036835
N: 0.766295 -2.093202 0.464068
C: -0.893565 -0.326909 0.543371
Cl: -2.042569 -1.594352 0.912455
Cl: -0.655319 0.429165 2.181429
C: -1.379539 0.740844 -0.524206
C: -2.097794 1.889376 0.107254
O: -1.534142 0.432724 -1.691387
H: 2.812609 -1.308487 -0.380478
H: 2.602141 -0.138508 -1.782709
H: 3.404856 0.242845 -0.305728
H: 0.378620 -2.759449 -0.125642
H: 0.436518 -2.200191 1.380532
H: -2.562850 2.331513 -0.801868
H: -2.799992 1.480238 0.838650
H: -1.355942 2.416976 0.820206

Atomic forces in eV per Å
C 0.826 -2.414 1.865
C 0.010 1.175 -0.773
O 0.541 -2.367 1.111
N -0.944 0.756 0.619
N 1.913 1.831 -0.224
C 0.865 0.492 -0.523
Cl -0.543 -0.252 -0.909
Cl 0.539 0.156 0.163
C -2.168 -0.911 -0.140
C 1.397 0.444 0.283
O 0.682 -0.089 1.407
H -0.873 1.192 -1.038
H 0.326 -0.104 -1.589
H 0.117 1.324 0.317
H -0.920 -1.449 -1.158
H -0.288 -0.494 1.557
H 0.225 0.694 1.311
H -0.399 -0.029 -0.426
H -1.306 0.045 -1.853

[7]
Density functional theory data (wB97M-V/def2-TZVPD) for 2 unconnected molecules or ions with the total composition C5H8Cl2N2O2S.

Calculated values
Gap between HOMO and LUMO = 8.705 eV
Total energy = -1773.7790 a.u.
E_LUMO = 0.0001 hartree
Energy above the lowest of the compared OMol25 structures with the same formula, charge and spin = 0.120 eV
HOMO level = -8.7 eV
Total charge = 0

Cartesian coordinates (Å):
C: -1.146692 0.136524 0.214801
C: -0.754782 -1.106206 -0.228061
C: 0.243202 -0.869041 -1.207636
C: -1.152730 -2.523685 0.167485
C: -0.302209 2.393903 0.062480
N: -0.504454 1.098457 -0.453348
N: 0.385945 0.503632 -1.239283
O: 2.281442 -1.020764 0.391299
O: 2.235743 1.446868 0.347358
S: 2.430606 0.213853 1.143414
Cl: 1.422621 1.327678 -2.278763
Cl: 0.402913 0.159693 2.401833
H: -1.960274 0.417804 0.852649
H: 0.692726 -1.642968 -1.694627
H: -0.382652 -3.215882 -0.138876
H: -2.115386 -2.822994 -0.338922
H: -1.262718 -2.636383 1.314197
H: 0.367061 2.300159 1.001738
H: 0.285341 2.944724 -0.622581
H: -1.165702 2.894629 0.304844

Atomic forces in eV per Å
C -1.111 -0.342 -0.478
C 0.885 -1.108 -1.437
C -3.221 3.331 3.485
C -1.278 0.603 1.251
C 3.405 0.082 2.055
N -0.870 -0.820 0.339
N 1.306 -2.593 -2.095
O 0.260 0.170 -0.070
O 0.614 -1.230 1.005
S 0.528 0.827 -0.256
Cl -0.519 -0.115 -0.062
Cl 0.052 0.050 0.792
H 0.118 0.016 0.400
H 1.792 -1.041 -1.722
H 0.223 -0.140 -0.105
H 0.914 0.267 0.668
H 0.096 0.329 -1.901
H -1.280 0.177 -1.386
H 0.342 0.729 -0.773
H -2.257 0.810 0.290

[8]
Density functional theory data (wB97M-V/def2-TZVPD) for a molecular structure, C5H8Cl2O.

Calculated values
Gap between HOMO and LUMO = 8.871 eV
Total energy = -1190.8183 a.u.
E_LUMO = 0.0283 hartree
Energy above the lowest of the compared OMol25 structures with the same formula, charge and spin = 2.556 eV
HOMO level = -8.1 eV
Total charge = 0

Cartesian coordinates (Å):
C: 0.843688 0.182789 0.938079
C: -0.484436 0.445280 -0.451868
C: 0.049520 1.388459 0.601687
C: 0.579304 -0.732362 2.132329
C: -0.620198 -0.697924 -2.546026
O: -0.160559 0.481276 -1.716627
Cl: -1.017985 2.005156 1.909754
Cl: 1.091895 2.649694 -0.246032
H: 1.851063 0.037626 0.569746
H: -1.445856 0.054794 -0.382392
H: 1.293440 -0.461378 2.963409
H: 0.765203 -1.857409 1.994865
H: -0.387314 -0.530709 2.497040
H: -1.298790 -1.325077 -1.988706
H: 0.210023 -1.268233 -2.881348
H: -1.268999 -0.371983 -3.393909

Atomic forces in eV per Å
C -1.636 -1.653 -1.001
C 1.663 0.125 3.588
C 1.065 -0.027 -1.411
C 1.814 -0.386 0.162
C -1.144 1.902 0.670
O 0.761 -0.914 -3.580
Cl 0.245 -0.011 -0.828
Cl -0.614 -0.128 0.831
H -0.158 0.667 -0.564
H -1.561 -0.912 1.563
H -0.612 -0.069 -0.715
H -0.482 1.718 -0.328
H -1.266 -0.226 0.593
H 0.082 -0.243 0.690
H 0.853 -0.215 -0.192
H 0.989 0.374 0.522